ORCA calculation (ωB97M-V/def2-TZVPD) on 2 unconnected molecules or ions with the total composition C44H66N8O6 at a distorted geometry.

Geometry as XYZ:
```
124
Properties=species:S:1:pos:R:3:forces:R:3
C -2.398 6.062 -3.592 0.33 0.41 -0.15
C -3.376 5.633 -2.503 0.17 -0.02 0.24
C -3.404 6.676 -1.443 -0.34 1.29 1.10
N -3.501 7.509 -0.634 0.13 -1.40 -1.30
C -4.788 5.538 -3.049 -0.64 0.24 -0.07
C -2.988 4.280 -1.895 -0.21 0.23 0.20
C -1.596 4.238 -1.299 0.86 -0.25 0.10
C -1.248 2.805 -0.921 -0.43 -0.28 0.03
C 0.234 2.570 -0.673 0.25 0.16 0.26
C 0.574 1.056 -0.566 -1.11 -0.79 0.43
C 2.016 0.891 -0.801 -1.27 -1.68 -1.86
N 3.020 1.221 0.004 2.01 0.60 0.61
C 3.163 0.787 1.398 0.15 0.00 -0.14
C 4.547 1.354 1.785 0.12 -0.04 0.79
C 5.176 1.966 0.538 0.22 0.01 -0.19
C 4.267 1.567 -0.583 -0.84 -0.70 -0.05
O 4.500 1.494 -1.775 -0.18 0.45 0.68
N 1.058 3.198 -1.737 -0.77 -0.37 -0.61
C 2.032 4.254 -1.485 0.28 -0.13 0.24
C 2.382 4.782 -2.885 0.17 0.71 0.12
C 1.863 3.751 -3.876 0.08 -0.08 -0.04
C 0.851 2.942 -3.084 0.09 0.25 0.34
O -0.007 2.221 -3.580 0.33 0.07 0.62
N -1.329 5.152 -0.180 -0.19 -0.02 -0.66
C -2.008 5.042 1.098 -0.14 0.08 0.13
C -1.517 6.281 1.870 -0.07 0.05 0.79
C -0.680 7.125 0.913 0.05 -0.09 0.02
C -0.681 6.340 -0.374 0.36 0.55 -1.11
O -0.181 6.730 -1.439 -0.40 -0.74 1.21
H -2.258 5.264 -4.332 -0.14 0.10 0.15
H -2.789 6.957 -4.088 0.07 -0.17 -0.06
H -1.427 6.328 -3.160 -0.21 -0.12 -0.18
H -4.856 4.805 -3.859 0.12 0.09 0.12
H -5.474 5.245 -2.248 -0.02 0.00 -0.17
H -5.104 6.517 -3.426 -0.04 -0.23 -0.01
H -3.741 3.992 -1.147 0.07 -0.03 -0.10
H -3.013 3.535 -2.705 -0.04 0.20 0.21
H -0.889 4.544 -2.074 -0.12 0.06 0.06
H -1.808 2.520 -0.022 0.11 -0.07 0.00
H -1.599 2.148 -1.730 0.22 0.17 0.20
H 0.520 3.050 0.277 0.03 0.02 -0.30
H 0.115 0.505 0.354 0.94 1.60 -1.50
H 0.098 0.592 -1.451 0.07 0.09 0.41
H 2.289 0.706 -1.839 0.23 0.20 0.26
H 2.342 1.137 2.045 0.25 -0.03 -0.37
H 3.184 -0.327 1.433 -0.17 0.63 -0.01
H 4.454 2.104 2.576 0.04 -0.24 -0.05
H 5.180 0.538 2.150 -0.15 0.26 0.09
H 5.211 3.065 0.574 0.11 -0.30 -0.02
H 6.172 1.576 0.331 0.05 0.21 0.05
H 1.612 5.046 -0.844 0.03 -0.30 -0.27
H 2.934 3.871 -0.981 -0.28 -0.13 -0.05
H 1.870 5.745 -3.016 0.15 -0.24 -0.07
H 3.460 4.945 -2.986 -0.25 0.03 0.04
H 1.386 4.198 -4.754 0.04 -0.17 0.16
H 2.666 3.087 -4.230 -0.30 0.04 0.13
H -3.106 5.072 0.978 0.35 -0.04 -0.10
H -1.749 4.110 1.625 0.00 0.20 -0.26
H -2.365 6.853 2.258 0.18 -0.15 -0.02
H -0.901 5.959 2.716 -0.22 0.09 -0.05
H -1.098 8.124 0.741 0.14 -0.29 -0.10
H 0.358 7.231 1.252 -0.21 0.08 -0.13
C 2.904 -7.548 -0.512 0.33 0.17 0.04
C 1.778 -7.361 -1.530 -0.19 0.21 0.06
C 2.230 -6.338 -2.516 0.72 1.17 -1.44
N 2.615 -5.585 -3.323 -0.74 -1.61 1.51
C 1.519 -8.644 -2.306 0.08 -0.30 -0.49
C 0.444 -6.926 -0.886 0.08 -0.21 -0.10
C 0.574 -5.706 0.001 0.59 0.29 -0.10
C -0.757 -5.226 0.524 -0.56 0.22 0.17
C -0.581 -3.905 1.322 0.69 -0.35 0.11
C -1.614 -2.816 1.010 -0.33 -0.81 -0.59
C -1.224 -1.397 1.291 0.61 -1.76 0.14
N -2.155 -0.671 1.930 -0.29 1.73 1.09
C -3.462 -1.214 2.324 0.20 0.46 0.17
C -4.097 -0.068 3.115 -0.71 -0.13 0.20
C -3.089 1.064 3.217 0.19 0.36 -0.01
C -1.882 0.611 2.434 0.18 -0.31 -0.27
O -0.831 1.222 2.259 -0.89 -0.70 0.21
H -1.842 -2.866 -0.070 0.08 -0.28 0.20
N -0.433 -4.199 2.758 -0.85 -0.66 -0.13
C 0.127 -3.203 3.643 -0.07 0.20 0.03
C 0.135 -3.885 5.018 0.53 0.57 0.55
C -0.634 -5.189 4.895 0.08 0.05 -0.21
C -0.921 -5.315 3.408 -0.22 -0.29 -0.26
O -1.497 -6.281 2.912 0.18 0.60 0.89
N 1.257 -4.614 -0.697 0.08 0.24 0.62
C 0.519 -3.805 -1.676 0.57 0.00 -0.24
C 1.084 -2.401 -1.447 -0.61 0.80 -0.02
C 2.451 -2.601 -0.804 0.24 -0.13 -0.28
C 2.295 -3.927 -0.086 0.02 -0.52 0.24
O 2.947 -4.337 0.874 -0.61 0.30 -0.81
H 2.636 -8.289 0.251 -0.06 0.07 -0.20
H 3.795 -7.896 -1.052 -0.12 0.03 0.27
H 3.150 -6.604 -0.008 -0.01 -0.26 -0.11
H 1.179 -9.449 -1.642 0.12 0.23 -0.08
H 0.742 -8.457 -3.058 0.17 -0.20 0.09
H 2.437 -8.963 -2.819 -0.28 -0.04 0.08
H -0.286 -6.766 -1.693 0.07 0.08 0.20
H 0.067 -7.758 -0.272 0.11 0.13 -0.19
H 1.207 -5.964 0.863 -0.05 0.17 -0.23
H -1.480 -5.097 -0.295 0.19 0.08 0.19
H -1.166 -6.006 1.182 0.11 0.48 -0.56
H 0.389 -3.467 1.066 -0.08 -0.11 -0.08
H -2.536 -3.164 1.509 0.27 0.50 -0.25
H -0.175 -1.115 1.404 -0.43 0.05 -0.08
H -4.065 -1.473 1.442 0.30 -0.07 0.26
H -3.339 -2.103 2.967 0.01 0.30 -0.38
H -5.008 0.245 2.602 0.04 0.08 0.21
H -4.372 -0.430 4.107 -0.14 0.11 -0.11
H -3.457 2.005 2.796 0.08 -0.09 0.06
H -2.785 1.274 4.248 0.00 -0.01 -0.17
H 1.134 -2.898 3.311 -0.28 -0.16 0.02
H -0.502 -2.297 3.657 0.16 -0.19 -0.05
H 1.169 -4.077 5.321 -0.18 0.08 0.04
H -0.312 -3.208 5.747 0.15 -0.14 0.09
H -0.038 -6.047 5.225 -0.32 0.10 -0.10
H -1.584 -5.184 5.445 0.22 -0.11 -0.20
H 0.732 -4.151 -2.695 -0.04 0.00 0.21
H -0.566 -3.856 -1.520 0.41 0.03 0.00
H 1.123 -1.809 -2.368 0.00 -0.14 0.18
H 0.409 -1.865 -0.751 0.39 -0.12 -0.29
H 3.229 -2.717 -1.578 -0.16 0.03 0.31
H 2.755 -1.794 -0.124 -0.09 -0.34 -0.20
```
Positions in Å, forces in eV/Å.

The value obtained for the HOMO-LUMO gap (alpha / beta) is 7.37 / 6.40 eV. The LUMO energy (alpha / beta) is 0.120 / -0.033 eV. The energy relative to the best compared isomer or geometry (same formula, charge and spin) is 0.040 eV. As for the HOMO energy (alpha / beta): -7.25 / -6.43 eV.